# 1
ORCA calculation (ωB97M-V with the def2-TZVPD basis set) on a cluster of 7 separate species, C56H60BrClF6NO4S2 in total in a non-equilibrium geometry.

Each line ends with the Löwdin charge.
Atoms and positions in Å:
C 0.915 1.243 3.650  -0.109
C 1.211 -0.354 3.838  -0.222
C 1.826 -0.888 2.441  -0.213
C 1.867 -2.488 2.307  -0.188
C 1.729 -3.034 0.800  -0.172
C 0.197 -3.274 0.327  -0.135
C -0.499 -1.844 0.170  -0.077
C -0.200 -0.977 -1.102  0.075
C 0.798 -1.626 -2.164  -0.476
O 0.326 -2.447 -2.982  0.013
O 2.190 -1.305 -2.206  -0.537
Br 2.976 -2.110 -3.663  0.901
C -0.876 0.422 -1.265  -0.013
C -0.562 1.247 -2.599  -0.137
C -1.868 1.410 -3.570  -0.163
C -2.320 2.950 -3.761  -0.185
C -2.679 3.310 -5.313  -0.138
O -3.720 4.359 -5.261  -0.103
C -3.278 5.466 -4.493  -0.265
O -2.164 6.021 -4.630  0.028
C -1.840 0.927 -0.130  -0.111
C -2.567 2.344 -0.298  -0.410
S -1.410 3.786 -0.463  0.845
C -0.192 3.827 0.936  -0.497
C 1.291 3.385 0.456  -0.176
N -2.088 0.082 1.043  -0.425
Cl -3.141 0.557 2.331  0.766
C -1.473 -1.236 1.209  -0.431
S -1.909 -2.236 2.714  0.795
H 1.339 1.848 4.534  0.050
H -0.211 1.475 3.634  0.062
H 1.344 1.626 2.660  0.051
H 0.233 -0.860 4.136  0.072
H 2.003 -0.430 4.677  0.115
H 1.263 -0.348 1.608  0.083
H 2.918 -0.511 2.383  0.129
H 2.919 -2.815 2.665  0.121
H 1.137 -3.014 3.033  0.092
H 2.383 -3.975 0.644  0.125
H 2.173 -2.238 0.095  0.100
H 0.272 -3.814 -0.693  0.131
H -0.369 -3.993 1.015  0.107
H -0.105 2.288 -2.390  0.096
H 0.223 0.715 -3.262  0.111
H -2.747 0.758 -3.214  0.123
H -1.591 0.998 -4.624  0.104
H -3.330 3.053 -3.205  0.112
H -1.516 3.650 -3.336  0.089
H -3.206 2.379 -5.719  0.139
H -1.767 3.636 -5.913  0.135
H -3.967 5.866 -3.654  0.166
H -3.220 2.250 -1.248  0.091
H -3.296 2.593 0.549  0.063
H -0.498 3.179 1.827  0.067
H -0.089 4.913 1.314  0.092
H 1.634 3.939 -0.494  0.081
H 2.075 3.578 1.277  0.084
H 1.295 2.264 0.187  0.060
H -0.956 -3.232 2.869  -0.109
F -0.773 -4.341 4.542  -0.007
C -1.388 -5.471 4.952  -0.280
C -2.746 -5.628 4.722  -0.017
C -3.379 -6.793 5.140  -0.068
C -2.649 -7.784 5.793  -0.079
C -1.287 -7.613 6.023  -0.072
C -0.651 -6.452 5.595  -0.015
H -3.299 -4.842 4.220  0.099
H -4.439 -6.929 4.958  0.097
H -3.145 -8.691 6.123  0.107
H -0.721 -8.383 6.535  0.110
H 0.411 -6.306 5.758  0.118
F 0.170 0.300 -5.718  0.026
C 0.392 0.886 -6.911  -0.294
C -0.111 0.299 -8.061  -0.019
C 0.114 0.906 -9.292  -0.074
C 0.848 2.088 -9.359  -0.079
C 1.353 2.666 -8.197  -0.066
C 1.119 2.064 -6.965  -0.019
H -0.674 -0.625 -7.989  0.117
H -0.282 0.460 -10.198  0.109
H 1.027 2.559 -10.320  0.107
H 1.928 3.583 -8.252  0.086
H 1.497 2.505 -6.049  0.115
F 3.294 5.284 -8.619  0.042
C 2.881 6.542 -8.855  -0.288
C 3.203 7.149 -10.059  -0.018
C 2.772 8.448 -10.306  -0.079
C 2.034 9.130 -9.341  -0.094
C 1.721 8.512 -8.133  -0.081
C 2.143 7.209 -7.891  -0.020
H 3.785 6.605 -10.795  0.117
H 3.011 8.930 -11.248  0.107
H 1.702 10.145 -9.532  0.103
H 1.150 9.046 -7.381  0.106
H 1.901 6.709 -6.960  0.114
F 7.539 -4.947 2.059  0.068
C 6.758 -4.931 0.970  -0.287
C 6.163 -3.741 0.577  -0.019
C 5.356 -3.723 -0.556  -0.099
C 5.144 -4.896 -1.277  -0.104
C 5.743 -6.085 -0.870  -0.078
C 6.559 -6.102 0.256  -0.012
H 6.333 -2.841 1.156  0.116
H 4.891 -2.796 -0.876  0.088
H 4.510 -4.882 -2.158  0.086
H 5.574 -6.999 -1.430  0.108
H 7.040 -7.017 0.582  0.120
F 1.844 3.849 5.045  0.035
C 2.310 4.022 6.296  -0.286
C 2.337 2.944 7.167  -0.023
C 2.824 3.121 8.458  -0.078
C 3.267 4.377 8.867  -0.091
C 3.231 5.453 7.985  -0.076
C 2.755 5.274 6.690  -0.017
H 1.980 1.976 6.835  0.105
H 2.857 2.283 9.146  0.107
H 3.643 4.515 9.875  0.105
H 3.573 6.431 8.305  0.108
H 2.727 6.098 5.987  0.117
F -5.994 -5.125 4.432  0.041
C -7.025 -5.347 5.268  -0.295
C -8.035 -6.216 4.886  -0.019
C -9.098 -6.449 5.753  -0.077
C -9.144 -5.803 6.986  -0.091
C -8.126 -4.928 7.356  -0.079
C -7.057 -4.703 6.494  -0.020
H -7.986 -6.703 3.920  0.117
H -9.890 -7.133 5.468  0.108
H -9.976 -5.982 7.659  0.104
H -8.165 -4.422 8.314  0.107
H -6.251 -4.032 6.770  0.115

The net charge is +1. The value obtained for the HOMO energy is -10.5 eV. As for the electronic energy: -6954.79130 Ha. The molar mass comes out at 1104.58 g mol⁻¹.



# 2
ORCA calculation (ωB97M-V with the def2-TZVPD basis set) on a cluster of 2 separate species, C5H13NO in total in a non-equilibrium geometry.

Each line ends with the Löwdin charge.
Atoms and positions in Å:
C 0.558 -1.276 1.453  -0.088
N 0.287 -0.433 0.289  -0.262
C -0.668 0.674 0.636  -0.180
C -0.448 1.645 -0.514  -0.179
C 1.022 1.552 -0.878  -0.161
C 1.496 0.249 -0.197  -0.188
H 0.800 -0.636 2.314  0.079
H 1.496 -1.783 1.231  0.084
H -0.287 -1.934 1.625  0.085
H -1.693 0.318 0.606  0.105
H -0.308 1.015 1.615  0.115
H -0.737 2.684 -0.382  0.107
H -1.108 1.285 -1.310  0.108
H 1.646 2.321 -0.497  0.091
H 1.211 1.511 -1.951  0.107
H 2.122 -0.343 -0.862  0.115
H 2.075 0.460 0.720  0.110
O -1.841 -1.956 -0.842  -0.078
H -2.695 -1.542 -0.690  0.024
H -1.218 -1.199 -0.868  0.005

The net charge is 0. The value obtained for the HOMO energy is -8.8 eV. Its structure (SMILES) is CN1CCCC1.O. As for the electronic energy: -328.27715 Ha. The molar mass comes out at 103.16 g mol⁻¹. The relative energy (zero: lowest compared OMol25 entry of this formula, charge and spin) is 26.2 kcal per mole.



# 3
ORCA calculation (ωB97M-V with the def2-TZVPD basis set) on the molecule C8H12NOPS in a non-equilibrium geometry.

Each line ends with the Löwdin charge.
Atoms and positions in Å:
C 0.283 -2.363 -1.597  -0.001
C -0.322 -1.258 -1.157  -0.615
S -1.893 -1.316 -0.338  1.033
C -1.908 0.439 -0.076  -0.448
C -2.651 1.131 0.742  -0.181
C -3.928 0.622 1.264  -0.109
C -0.649 1.042 -0.575  -0.575
O -0.379 2.203 -0.466  0.081
N 0.093 0.073 -1.170  -0.114
C 1.575 0.333 -1.132  -0.261
P 1.901 0.387 0.785  0.932
C 3.762 0.186 0.950  -0.371
H -0.185 -3.290 -1.446  0.036
H 1.275 -2.369 -2.030  0.058
H -2.438 2.177 1.203  0.166
H -4.067 -0.396 0.839  0.059
H -4.734 1.356 1.082  0.089
H -3.795 0.628 2.376  0.097
H 1.670 1.264 -1.663  0.081
H 2.196 -0.351 -1.665  0.064
H 1.802 -0.943 1.070  -0.080
H 4.233 1.108 0.630  0.014
H 4.274 -0.649 0.390  0.049
H 3.886 -0.014 1.985  -0.004

The net charge is 0. The value obtained for the HOMO energy is -8.1 eV. Its structure (SMILES) is C=c1s/c(=C\C)c(=O)n1CPC. As for the electronic energy: -1181.50266 Ha. The molar mass comes out at 201.23 g mol⁻¹. The relative energy (zero: lowest compared OMol25 entry of this formula, charge and spin) is 75.6 kcal per mole.